[1]
22
Properties=species:S:1:pos:R:3:forces:R:3 method="wB97M-V/def2-TZVPD" orbital_gap_ev=6.476 e_above_lowest_kj_mol=456.68 homo_energy_ev=-15.53 total_charge=+2
O -0.033039 2.680623 -3.878598 0.0 -3.4 4.0
C -0.031483 2.005350 -2.937671 0.0 6.7 -7.0
Tl -0.015623 0.529966 -1.387624 -0.3 -4.5 0.7
O -0.028394 3.112066 0.789059 0.0 -4.2 -3.9
C -0.020684 2.232550 0.030862 0.0 6.6 5.8
C -0.015117 -1.139251 -2.827592 0.0 -0.2 0.3
O -0.111205 -2.217620 -2.323165 0.2 0.7 -1.9
C 2.078019 0.435020 -1.451301 11.1 0.5 0.2
O 3.233264 0.366898 -1.601697 -5.8 -0.2 0.3
C -2.128008 0.410838 -1.454586 -11.1 0.3 0.2
O -3.285884 0.338322 -1.605041 6.1 -0.1 0.4
H 0.087882 -0.632027 -3.847985 -0.1 -2.1 0.0
C -0.341556 0.511939 2.589942 0.6 0.2 0.7
S 0.800354 -0.490342 1.693910 -0.9 -1.8 -1.4
C 0.427137 -2.117029 2.297210 0.7 0.1 1.3
O -0.041287 -0.867001 0.416590 0.4 1.9 -1.3
H -0.448731 -0.016152 3.529095 -0.4 0.4 0.5
H -1.272343 0.545090 2.043255 -0.3 -0.1 0.0
H 0.094903 1.500622 2.730737 -0.2 -0.1 0.3
H -0.648827 -2.196622 2.224781 -0.2 0.0 0.2
H 0.902318 -2.862342 1.663251 0.2 0.2 0.0
H 0.798305 -2.130898 3.306569 0.0 -0.7 0.6

[2]
61
Properties=species:S:1:pos:R:3:forces:R:3 method="wB97M-V/def2-TZVPD" orbital_gap_ev=8.328 e_above_lowest_kj_mol=9.93 smiles="Cc1ccc(NC(=S)Nc2ccc(C(C)C)cc2)cc1S(=O)(=O)N1CCCCCC1" homo_energy_ev=-7.98
C -0.011674 4.041172 1.873028 -0.1 0.2 0.2
C 0.037773 3.520054 0.476637 0.0 0.2 0.0
C -0.417719 2.242632 0.172519 -0.2 -0.4 0.1
C -0.330957 1.713942 -1.096921 -0.1 0.1 -0.4
C 0.227871 2.468244 -2.126402 -0.2 0.3 0.7
C 0.637272 3.773695 -1.852144 -0.1 -0.3 -0.1
C 0.544327 4.282680 -0.573079 -0.1 -0.2 0.2
H 0.884115 5.288816 -0.377792 0.0 0.1 0.1
H 1.044495 4.380732 -2.647710 0.1 0.1 -0.1
N 0.376956 1.984306 -3.422813 0.3 0.0 -0.2
C 0.339420 0.715542 -3.917685 -0.1 0.0 -0.4
N 0.616443 -0.375682 -3.166303 -0.2 -0.1 0.1
C 1.321067 -0.532626 -1.964992 0.4 0.0 0.4
C 2.244977 0.393093 -1.494090 0.0 -0.2 -0.2
C 2.884919 0.173192 -0.288770 0.0 -0.1 0.0
C 2.644251 -0.965386 0.467867 0.1 0.2 0.0
C 1.752036 -1.905656 -0.035519 0.1 0.1 0.0
C 1.101079 -1.696817 -1.232717 -0.1 0.2 -0.2
H 0.418414 -2.441566 -1.617989 -0.1 -0.1 0.0
H 1.560968 -2.816456 0.510875 0.0 -0.1 0.1
C 3.368834 -1.189588 1.769572 0.0 -0.2 0.1
C 4.374397 -2.335985 1.623593 0.0 0.3 0.0
H 4.926564 -2.470849 2.550813 0.1 -0.1 0.1
H 3.863984 -3.267028 1.388712 -0.1 -0.1 0.0
H 5.082941 -2.123057 0.825769 0.1 0.0 -0.1
C 2.390023 -1.461139 2.912675 0.1 0.3 -0.1
H 1.897720 -2.422420 2.783998 -0.1 -0.2 0.0
H 2.921164 -1.477550 3.861721 0.0 -0.1 0.1
H 1.633413 -0.680782 2.946429 0.0 -0.1 0.1
H 3.923261 -0.275994 2.008141 0.0 0.0 -0.1
H 3.594459 0.906787 0.064952 0.1 0.1 0.1
H 2.483958 1.270517 -2.073607 0.0 0.1 0.0
H 0.392188 -1.238255 -3.648137 0.0 0.3 0.0
S -0.061748 0.507235 -5.512117 -0.1 -0.1 -0.5
H 0.346961 2.682937 -4.155532 -0.1 -0.3 0.1
H -0.706841 0.721897 -1.267628 0.0 -0.1 -0.1
S -1.047198 1.210374 1.500777 -0.1 -0.2 -0.1
O -2.078581 1.918944 2.210780 -0.1 0.0 -0.2
O 0.082490 0.760611 2.265231 0.1 -0.1 -0.1
N -1.707739 -0.113426 0.694048 0.6 0.9 0.4
C -1.635424 -1.327182 1.485656 0.5 -0.4 0.3
C -2.028082 -2.583782 0.712128 -0.2 0.2 0.2
C -3.532303 -2.685998 0.455675 0.1 -0.1 -0.2
C -4.013457 -1.960922 -0.805883 0.1 0.0 0.1
H -3.879195 -2.613094 -1.671818 -0.1 0.0 0.0
C -3.301871 -0.637390 -1.099004 -0.1 0.0 0.1
H -2.352004 -0.832941 -1.598940 0.0 0.1 -0.1
H -3.918797 -0.059804 -1.789465 0.1 0.0 0.0
C -3.011271 0.208669 0.141834 -0.4 0.2 -0.5
H -2.972564 1.266752 -0.127167 -0.2 -0.1 -0.1
H -3.800249 0.091531 0.894145 0.0 0.1 0.0
H -5.085191 -1.777825 -0.704506 0.0 0.0 -0.1
H -4.057454 -2.293761 1.328759 0.0 -0.1 0.1
H -3.811292 -3.738127 0.364689 -0.1 0.0 0.1
H -1.478643 -2.623232 -0.226711 0.1 -0.1 -0.1
H -1.716375 -3.436338 1.319067 0.1 0.0 0.0
H -0.597101 -1.396565 1.812753 -0.1 -0.2 0.1
H -2.272012 -1.239532 2.379279 0.0 -0.1 0.0
H -1.044210 4.112857 2.210383 0.0 0.1 0.1
H 0.461768 5.017294 1.942151 0.0 0.0 0.0
H 0.489443 3.342248 2.540784 0.1 0.1 0.1

[3]
16
Properties=species:S:1:pos:R:3:forces:R:3 method="wB97M-V/def2-TZVPD" orbital_gap_ev=10.506 e_above_lowest_kj_mol=474.75 homo_energy_ev=-13.81 total_charge=+1
C 0.791366 1.546344 -0.088281 -1.2 1.7 3.0
C 0.260603 -0.580017 -1.171280 3.1 -0.2 -2.3
C -0.677001 -1.443099 0.984811 -1.2 3.2 2.3
N 1.333069 2.425269 0.602352 0.1 -5.2 -4.6
N 1.160963 0.596472 -0.910779 -0.1 -1.4 -0.9
N -1.145972 0.875751 0.068211 2.7 1.6 0.9
N -0.858854 -0.475387 -0.268011 -0.6 -1.6 2.4
H -0.045138 -0.573747 -2.249742 -0.1 0.2 1.0
H 0.795457 -1.587423 -1.036257 -0.6 1.7 0.1
H -0.495969 -2.416816 0.618966 0.3 -1.0 -0.2
H 0.103424 -0.986660 1.710433 -0.7 -0.9 -1.8
H -1.613973 -1.379630 1.688641 1.3 -0.2 -2.0
H 1.048370 3.079853 1.206380 -1.7 2.9 2.4
H 1.981813 0.843672 -1.469676 -0.4 -0.8 0.0
H -0.969149 0.895092 1.082833 -0.8 0.1 -0.3
H -1.669009 -0.819674 -0.768600 -0.4 -0.2 -0.1

[4]
26
Properties=species:S:1:pos:R:3:forces:R:3 method="wB97M-V/def2-TZVPD" orbital_gap_ev=9.985 e_above_lowest_kj_mol=219.91 smiles=CCc1ccccc1.CC homo_energy_ev=-8.99
C -0.287495 0.852763 -3.083612 2.9 -0.1 -1.8
C -1.288128 1.995539 -3.269339 -1.6 -0.5 2.8
H 0.565039 1.032329 -3.871564 -1.5 -0.9 1.2
H 0.295953 0.847433 -2.127517 -0.8 0.8 -0.7
H -0.644991 -0.192724 -3.064378 -0.2 0.6 -0.8
H -0.901585 2.767794 -2.595133 -0.5 0.2 0.0
H -2.300012 1.657334 -2.882631 1.0 0.5 0.0
H -1.597317 2.529138 -4.150098 0.9 -0.5 -1.2
C 1.816847 -0.494179 1.908216 2.1 -2.2 -1.2
C 2.072114 -0.147396 3.343848 0.6 0.8 1.9
C 0.429174 -0.624302 1.377139 0.5 0.8 0.4
C -0.346040 -1.773742 1.633912 1.2 1.2 -1.4
C 0.011032 0.405326 0.528276 -0.5 -2.0 0.0
C -1.383877 -1.998379 0.746039 -0.9 -1.1 2.3
C -1.114220 0.142936 -0.259177 0.0 3.2 -0.1
C -1.794898 -1.030007 -0.182057 0.4 -2.1 -0.2
H 2.443171 0.038697 1.167829 -0.6 1.0 0.7
H 2.359855 -1.451008 1.645898 -0.8 0.1 0.8
H 2.252617 -0.924979 4.134050 -1.1 0.0 -1.1
H 0.088851 -2.526168 2.296226 -0.6 0.1 -0.1
H 0.674874 1.230155 0.295685 -0.2 0.2 0.3
H -1.952063 -2.919829 1.055300 0.3 0.8 -1.4
H -1.429156 1.038591 -0.864465 0.0 -1.6 0.2
H -2.371073 -1.435205 -0.997541 -1.0 0.6 0.0
H 1.386220 0.622428 3.724560 -0.3 -0.5 0.0
H 3.015100 0.357460 3.490522 0.6 0.4 -0.6

[5]
13
Properties=species:S:1:pos:R:3:forces:R:3 method="wB97M-V/def2-TZVPD" orbital_gap_ev=9.799 e_above_lowest_kj_mol=108.67 homo_energy_ev=-9.54
C -0.484454 -2.251144 -1.327771 1.5 1.1 -0.4
C 1.914296 2.226168 -2.151521 -1.6 -0.9 1.8
C 0.405779 -1.437687 -1.173186 -0.4 0.6 1.1
C 1.501310 1.441937 -1.307045 0.8 -0.1 -0.7
C 1.521071 -0.347928 1.570791 -1.1 1.6 0.0
O 2.592530 -0.458198 0.583012 2.1 -0.8 1.1
Si 1.288706 -0.070414 -0.252674 -1.5 0.1 -0.8
H -1.122800 -2.957556 -1.752789 -0.8 -0.7 -0.1
H 1.893992 3.088130 -2.757757 0.6 0.3 -0.6
H 1.615082 0.397585 2.409134 0.3 -0.4 -1.3
H 1.163411 -1.269495 1.994045 0.1 -0.6 -0.2
H 3.548381 -0.645792 -2.361836 1.9 -2.1 -0.3
H 4.104019 -1.282779 -2.453635 -1.9 2.1 0.3